This record from OMol25 describes an isolated ion of composition C4H7N2 and charge +1. The level of theory is the ωB97M-V functional and the def2-TZVPD basis.

- E_LUMO (alpha / beta) (Ha) = -0.15973 / -0.30834
- ΔE to the lowest compared entry with this formula, charge and spin (kcal/mol) = 46.9
- expectation value of S² = 2.010
- E_HOMO (alpha / beta) (eV) = -11.387 / -16.017
- total charge = +1
- multiplicity = 3

Structure (XYZ):
```
13
Properties=species:S:1:pos:R:3:nbo_charge:R:1
C -2.1729 0.1324 0.0342 0.391
C -0.1937 -0.7634 -0.0265 0.100
C 0.5252 0.3701 -0.0736 0.039
C 2.0404 0.1138 0.0684 -0.687
N -1.9817 1.2802 0.0954 -0.612
N -1.5983 -1.0103 -0.0734 -0.460
H 0.3674 -1.7161 -0.1258 0.229
H 0.2776 1.3588 0.2248 0.269
H 2.2487 -0.9428 0.5356 0.270
H 2.6103 0.9534 0.4008 0.269
H 2.4890 -0.1400 -0.9153 0.293
H -2.4663 2.1267 0.2057 0.433
H -2.1458 -1.7628 -0.3502 0.466
```

This record from OMol25 describes a 7-piece molecular cluster, C65H73BrN2O15P overall. The level of theory is the ωB97M-V functional and the def2-TZVPD basis.

- E_LUMO (Ha) = -0.14109
- E_HOMO (eV) = -9.423
- total charge = +1

Structure (XYZ):
```
157
Properties=species:S:1:pos:R:3:lowdin_charge:R:1
C 2.2314 -2.2042 5.2634 0.083
C 1.4565 -2.3593 4.2867 -0.113
C 0.2524 -2.7342 3.3462 -0.115
C -1.1943 -2.3917 3.9365 -0.213
C -1.2339 -1.0905 4.8700 -0.182
C -1.1184 0.1838 3.8757 -0.068
C 0.3837 0.7630 3.7649 -0.188
O 0.8179 0.5363 2.4132 -0.184
C 1.6851 1.5833 1.9231 -0.163
C 1.4356 1.9570 0.3878 -0.157
O 1.3370 3.3934 0.1526 -0.125
C 2.1965 3.7029 -0.9508 -0.247
C 1.7592 3.5802 -2.4256 0.008
C 2.7284 3.8783 -3.5499 -0.013
C 4.2014 4.3324 -3.3292 -0.104
C 5.2073 4.6053 -4.5705 -0.409
C 5.3209 3.1886 -5.3258 -0.047
C 4.3423 5.5618 -5.5530 -0.064
C 6.5871 5.2632 -4.1426 -0.125
C 7.8325 5.0738 -5.1213 -0.508
C 7.5479 5.2583 -6.6763 -0.085
C 8.6817 3.7125 -4.8371 -0.071
C 8.8704 6.2694 -4.7337 -0.099
C 4.6002 4.4961 -1.8664 -0.009
C 3.6194 4.1818 -0.7127 -0.001
N -2.5810 -0.9210 5.5657 0.020
C -3.0234 -2.1484 6.2944 -0.524
Br -4.7564 -1.6431 7.1882 0.796
C -3.3166 -3.3065 5.2324 -0.617
N -4.1335 -2.8025 4.0698 0.032
P -4.2532 -4.8064 5.9297 0.927
C -6.1167 -4.5771 5.5627 -0.286
O -4.1577 -4.8793 7.6449 -0.370
C -1.8672 -3.7062 4.6010 -0.247
C -0.9871 -4.3741 5.7595 -0.205
C -0.6782 -5.9024 5.2969 -0.102
H 2.8384 -2.0259 6.2060 0.067
H 0.2888 -3.8676 3.1590 0.127
H 0.3991 -2.2215 2.3440 0.120
H -1.8591 -2.1415 3.0332 0.140
H -0.4581 -1.0832 5.6978 0.163
H -1.5808 -0.0134 2.8594 0.135
H -1.7684 1.0006 4.3647 0.106
H 0.2958 1.8803 4.0291 0.134
H 1.0618 0.3123 4.5615 0.114
H 1.6866 2.5373 2.5394 0.131
H 2.7585 1.1668 1.9792 0.137
H 0.4587 1.4346 0.0800 0.135
H 2.2541 1.4725 -0.2509 0.137
H 0.6961 3.2619 -2.6741 0.103
H 2.3176 3.7528 -4.6139 0.069
H 5.2953 3.4212 -6.4521 0.079
H 6.2140 2.5641 -5.0204 0.062
H 4.3986 2.5220 -5.1539 0.090
H 4.8947 5.8295 -6.5078 0.063
H 3.3706 5.0523 -5.8858 0.047
H 4.0857 6.5614 -5.0439 0.104
H 6.4034 6.3976 -4.0536 0.132
H 6.9579 4.9501 -3.0993 0.111
H 6.9626 6.2161 -6.9207 0.083
H 7.1115 4.3362 -7.1911 0.070
H 8.5753 5.4152 -7.1752 0.094
H 8.1095 3.0444 -4.0956 0.078
H 9.6701 3.9549 -4.2993 0.080
H 8.9149 3.1801 -5.8053 0.058
H 8.4550 7.2260 -5.2215 0.086
H 9.9233 6.0560 -5.1268 0.087
H 8.8727 6.4293 -3.6057 0.083
H 5.6232 4.8513 -1.5516 0.081
H 3.9574 4.2805 0.3758 0.103
H -3.3065 -0.5283 4.9405 0.160
H -2.4167 -0.1865 6.2926 0.134
H -2.3410 -2.4605 7.1471 0.134
H -4.3576 -3.5909 3.4392 0.093
H -4.9907 -2.3397 4.3988 0.057
H -6.7215 -5.4723 5.9505 0.033
H -6.5166 -3.5712 5.9079 0.004
H -6.2174 -4.6040 4.4197 0.050
H -4.0494 -5.8415 7.8426 0.056
H -2.1056 -4.4237 3.7369 0.147
H -1.5643 -4.4901 6.7493 0.094
H -0.0391 -3.8021 6.0234 0.102
H 0.1759 -6.3454 5.9086 0.082
H -0.5352 -6.0036 4.1772 0.072
H -1.6138 -6.4937 5.5947 0.062
C -3.8028 4.3112 8.8858 0.039
C -2.8787 3.6060 8.2314 0.027
C -3.2551 2.6527 7.1653 -0.361
O -2.4085 2.0010 6.5657 0.044
C -4.6891 2.5133 6.8516 0.008
C -5.6147 3.2159 7.5043 0.020
C -5.2433 4.1693 8.5712 -0.364
O -6.0863 4.8106 9.1661 0.126
H -3.5463 5.0126 9.6699 0.129
H -1.8215 3.6967 8.4484 0.124
H -4.9452 1.8120 6.0683 0.108
H -6.6663 3.1233 7.2871 0.107
C 6.0428 -1.2869 -7.7279 0.025
C 6.4410 -0.0158 -7.7487 0.036
C 7.3757 0.5118 -6.7314 -0.370
O 7.7382 1.6731 -6.7482 0.065
C 7.8526 -0.4259 -5.6911 0.030
C 7.4542 -1.6976 -5.6704 0.023
C 6.5190 -2.2249 -6.6885 -0.381
O 6.1559 -3.3860 -6.6720 0.102
H 5.3602 -1.6877 -8.4631 0.078
H 6.1020 0.6830 -8.5034 0.120
H 8.5369 -0.0226 -4.9547 0.124
H 7.7926 -2.3972 -4.9161 0.122
C -9.5848 -1.1111 8.1365 0.038
C -8.4867 -0.6792 7.5171 0.013
C -7.9298 0.6633 7.7894 -0.354
O -6.9245 1.0595 7.2202 0.013
C -8.6367 1.5083 8.7766 0.035
C -9.7350 1.0771 9.3966 0.040
C -10.2927 -0.2663 9.1244 -0.377
O -11.2916 -0.6610 9.6896 0.129
H -10.0066 -2.0907 7.9487 0.128
H -7.9564 -1.2849 6.7921 0.098
H -8.2149 2.4883 8.9647 0.117
H -10.2650 1.6828 10.1211 0.130
C 4.4392 -1.5962 -12.7696 0.024
C 3.8188 -2.5452 -13.4703 0.027
C 3.1841 -3.7020 -12.8015 -0.384
O 2.6200 -4.5686 -13.4393 0.115
C 3.2633 -3.7637 -11.3252 0.030
C 3.8835 -2.8148 -10.6247 0.023
C 4.5185 -1.6576 -11.2940 -0.370
O 5.0846 -0.7874 -10.6560 0.089
H 4.9096 -0.7434 -13.2427 0.123
H 3.7512 -2.5148 -14.5507 0.125
H 2.7929 -4.6165 -10.8521 0.125
H 3.9504 -2.8463 -9.5445 0.110
C 2.0287 3.7711 -9.8543 0.030
C 2.2719 4.0813 -8.5810 0.032
C 1.2310 3.9269 -7.5418 -0.355
O 1.4523 4.2120 -6.3783 0.060
C -0.0888 3.4140 -7.9684 0.026
C -0.3324 3.1036 -9.2415 0.026
C 0.7085 3.2578 -10.2818 -0.384
O 0.4879 2.9731 -11.4422 0.113
H 2.7784 3.8784 -10.6282 0.126
H 3.2326 4.4574 -8.2512 0.112
H -0.8381 3.3068 -7.1941 0.123
H -1.2930 2.7276 -9.5710 0.124
C -10.5054 -9.0616 4.7297 0.030
C -10.1070 -7.7906 4.6813 0.022
C -9.1632 -7.2441 5.6796 -0.377
O -8.8002 -6.0811 5.6368 0.065
C -8.6769 -8.1615 6.7328 0.018
C -9.0747 -9.4326 6.7820 0.029
C -10.0193 -9.9801 5.7831 -0.382
O -10.3807 -11.1384 5.8258 0.123
H -11.1963 -9.4783 4.0076 0.127
H -10.4523 -7.1055 3.9171 0.123
H -7.9860 -7.7444 7.4550 0.119
H -8.7291 -10.1172 7.5466 0.126
```

This record from OMol25 describes a 2-piece molecular cluster, CH5OS overall. The level of theory is the ωB97M-V functional and the def2-TZVPD basis.

- E_LUMO (Ha) = 0.16252
- ΔE to the lowest compared entry with this formula, charge and spin (kcal/mol) = 2.5
- E_HOMO (eV) = -2.432
- total charge = -1

Structure (XYZ):
```
8
Properties=species:S:1:pos:R:3:nbo_charge:R:1
O 0.0620 2.7009 0.8415 -0.988
H -0.0332 1.9393 0.2433 0.505
C -0.6683 -1.9261 -0.0373 -0.735
S 0.3735 -0.4924 -0.5039 -0.748
H -1.6995 -1.8486 -0.4040 0.167
H -0.7902 -2.1495 1.0221 0.164
H -0.1986 -2.7916 -0.5053 0.176
H 0.2850 2.2547 1.6683 0.459
```

Q: Which strongest force on any atom values were calculated for the entries above? A: 0.1557, 0.0845, 0.0103, in hartree/bohr.
Q: Which DFT total energy values were calculated for the entries above? A: -265.64979, -6673.32878, -514.55283, in hartree.